Record 1
3 unconnected molecules or ions with the total composition C16H27F2N2O6, computed with wB97M-V/def2-TZVPD.

The geometry in XYZ format:
```
53
Properties=species:S:1:pos:R:3
C 4.743 -1.800 2.042
C 3.776 -0.644 2.173
O 3.236 -0.390 3.217
O 3.607 0.175 1.107
C 3.688 -0.353 -0.221
C 2.364 -0.861 -0.782
C 1.470 -1.624 0.198
C 0.325 -2.285 -0.570
C -0.707 -3.085 0.254
C -0.933 -2.662 1.716
N -1.882 -1.584 1.966
N -1.668 -0.529 1.028
C -1.227 0.680 1.495
O -0.691 0.959 2.521
F -1.480 1.666 0.554
C -2.778 -0.399 0.156
O -3.934 -0.292 0.406
F -2.389 -0.446 -1.154
H 4.800 -2.284 3.015
H 4.356 -2.538 1.334
H 5.722 -1.482 1.682
H 4.441 -1.139 -0.300
H 4.046 0.472 -0.843
H 1.784 -0.059 -1.243
H 2.628 -1.550 -1.593
H 2.057 -2.409 0.700
H 1.111 -0.960 0.989
H 0.797 -2.955 -1.303
H -0.188 -1.520 -1.158
H -0.433 -4.147 0.218
H -1.684 -2.996 -0.236
H 0.045 -2.493 2.210
H -1.366 -3.529 2.233
C -5.976 3.317 1.953
C -4.973 3.332 3.085
O -5.178 3.972 4.093
C -3.730 2.514 2.877
H -6.831 3.938 2.211
H -5.512 3.695 1.040
H -6.307 2.295 1.766
H -3.196 2.870 1.995
H -3.994 1.467 2.714
H -3.076 2.585 3.742
C 0.884 0.411 -5.420
C 1.867 0.911 -4.389
O 2.531 0.151 -3.727
C 1.967 2.407 -4.214
H 0.902 -0.676 -5.443
H -0.123 0.748 -5.169
H 1.144 0.801 -6.406
H 0.997 2.814 -3.922
H 2.269 2.875 -5.153
H 2.699 2.636 -3.443
```

Results
E	-37730.128	eV
max |F|	1.0	eV/A
charge	-1
gap between HOMO and LUMO	5.5	eV

***

Record 2
A molecular structure, C16H27F3LiMgNO10S in a non-equilibrium geometry, computed with wB97M-V/def2-TZVPD.

The geometry in XYZ format:
```
60
Properties=species:S:1:pos:R:3
O 3.115 -1.835 -3.901
C 3.988 -2.647 -3.255
O 4.177 -4.038 -3.712
C 4.785 -2.042 -1.921
C 3.805 -0.881 -1.302
C 3.918 -0.457 0.278
C 5.011 0.803 0.379
C 5.419 0.886 -1.207
O 6.643 1.310 -1.533
N 4.250 0.391 -2.028
H 4.593 -4.060 -4.634
H 5.049 -2.907 -1.144
H 5.816 -1.652 -2.323
H 2.670 -1.187 -1.412
H 2.872 0.071 0.506
H 4.032 -1.305 1.101
H 5.913 0.683 1.117
H 4.484 1.812 0.678
H 3.453 1.055 -2.192
C -2.317 0.651 0.794
O -2.443 -0.768 0.824
C -1.535 -1.411 -0.076
C -0.313 -1.965 0.666
O 0.486 -0.910 1.209
C 0.255 -0.719 2.601
H -2.828 1.058 1.672
H -1.272 0.971 0.822
H -2.798 1.043 -0.106
H -1.232 -0.728 -0.879
H -2.076 -2.246 -0.533
H 0.312 -2.509 -0.044
H -0.614 -2.671 1.450
H 0.758 -1.508 3.168
H -0.811 -0.716 2.845
H 0.679 0.246 2.891
F -3.134 1.572 -2.014
C -4.429 1.596 -2.357
C -4.920 2.662 -3.104
C -6.267 2.684 -3.465
C -7.111 1.646 -3.066
C -6.611 0.583 -2.312
C -5.261 0.555 -1.960
H -4.250 3.464 -3.397
H -6.658 3.509 -4.056
H -8.163 1.666 -3.344
H -7.271 -0.222 -1.999
H -4.854 -0.267 -1.382
O -1.421 2.436 3.000
H -1.860 2.009 3.779
H -0.624 2.957 3.274
H -2.059 2.994 2.486
O 1.229 0.446 5.977
S 0.000 1.150 6.385
O -0.113 1.130 7.855
O -1.171 0.480 5.792
O 0.056 2.547 5.916
Li 4.035 2.437 -1.766
F -3.771 -1.434 -0.355
Mg 6.208 -4.868 -3.317
F 0.173 -3.549 2.632
```

Results
E	-63610.381	eV
max |F|	9.1	eV/A
gap between HOMO and LUMO	2.2	eV

***

Record 3
4 unconnected molecules or ions with the total composition C16H27F3NO7S in a non-equilibrium geometry, computed with wB97M-V/def2-TZVPD.

The geometry in XYZ format:
```
55
Properties=species:S:1:pos:R:3
F 3.872 4.030 -0.727
C 3.538 2.666 -0.688
F 2.651 2.348 0.351
F 3.017 2.370 -1.967
C 4.925 1.859 -0.591
O 5.819 2.515 -1.497
C 7.184 2.367 -1.116
C 7.576 3.216 0.209
N 8.632 2.387 0.926
S 7.982 1.251 2.102
H 5.262 1.839 0.488
H 4.663 0.792 -0.884
H 7.798 2.841 -1.954
H 7.528 1.284 -1.058
H 6.666 3.378 0.873
H 8.005 4.209 -0.112
H 9.269 3.033 1.431
H 9.201 1.857 0.248
H 7.143 2.047 2.881
O 2.492 -2.962 -2.669
C 1.766 -2.169 -2.131
O 1.916 -1.757 -0.844
C 0.821 -0.899 -0.493
C 0.291 -0.371 -1.794
C 0.553 -1.521 -2.747
H 0.081 -1.489 0.054
H 1.177 -0.093 0.151
H -0.752 -0.074 -1.747
H 0.876 0.504 -2.097
H -0.272 -2.236 -2.755
H 0.768 -1.171 -3.756
O -2.070 -2.805 -0.628
C -2.932 -2.011 -0.900
O -2.685 -0.726 -1.270
C -3.930 -0.024 -1.415
C -4.968 -1.099 -1.643
C -4.415 -2.260 -0.841
H -4.116 0.547 -0.500
H -3.865 0.668 -2.256
H -5.972 -0.796 -1.344
H -4.997 -1.367 -2.703
H -4.740 -2.225 0.200
H -4.670 -3.218 -1.292
O -7.693 -0.139 0.947
C -7.164 -0.734 1.845
O -5.847 -1.079 1.851
C -5.568 -1.872 3.014
C -6.664 -1.532 4.000
C -7.842 -1.243 3.089
H -5.578 -2.927 2.728
H -4.579 -1.621 3.399
H -6.852 -2.326 4.724
H -6.397 -0.627 4.553
H -8.400 -2.149 2.845
H -8.502 -0.487 3.512
```

Results
E	-51832.039	eV
max |F|	3.3	eV/A
charge	+1
gap between HOMO and LUMO	6.9	eV

***

Record 4
A molecular structure, C16H27FNO12S2 in a non-equilibrium geometry, computed with wB97M-V/def2-TZVPD.

The geometry in XYZ format:
```
59
Properties=species:S:1:pos:R:3
C 3.810 -1.892 1.150
C 4.423 -0.912 2.148
O 5.257 -1.282 2.881
O 4.057 0.398 2.202
C 4.444 1.134 1.042
C 3.837 2.540 0.943
C 3.671 3.296 2.265
S 2.215 2.723 3.210
O 2.759 1.972 4.305
O 1.464 3.880 3.635
N 1.450 1.701 2.170
S 0.060 1.091 2.708
O 0.020 -0.325 2.441
O -0.257 1.385 4.066
C -1.270 1.781 1.679
C -2.632 1.087 1.861
C -2.810 -0.125 0.964
F -2.870 0.671 3.160
H 2.900 -1.459 0.718
H 4.525 -2.011 0.331
H 3.533 -2.840 1.605
H 4.090 0.566 0.163
H 5.543 1.184 1.035
H 2.914 2.519 0.361
H 4.547 3.116 0.329
H 3.491 4.352 2.041
H 4.549 3.229 2.907
H -0.996 1.711 0.620
H -1.384 2.849 1.893
H -3.402 1.842 1.650
H -2.673 0.090 -0.108
H -2.102 -0.923 1.214
H -3.803 -0.543 1.180
C -6.335 -3.319 -2.177
C -4.940 -2.986 -2.646
C -3.838 -3.619 -1.835
O -2.757 -2.705 -2.041
C -3.306 -1.487 -2.285
O -2.697 -0.470 -2.319
O -4.651 -1.592 -2.477
H -6.442 -3.136 -1.106
H -7.067 -2.688 -2.681
H -6.573 -4.364 -2.379
H -4.837 -3.221 -3.710
H -3.574 -4.616 -2.182
H -4.058 -3.656 -0.765
C -0.668 0.475 -2.938
C 0.512 0.230 -2.030
C 1.549 1.322 -2.039
O 2.733 0.606 -1.666
C 2.569 -0.675 -2.069
O 3.427 -1.495 -2.067
O 1.288 -0.899 -2.468
H -0.340 0.735 -3.947
H -1.276 -0.426 -3.023
H -1.291 1.282 -2.552
H 0.165 0.019 -1.014
H 1.331 2.113 -1.324
H 1.712 1.765 -3.026
```

Results
E	-67478.061	eV
max |F|	3.2	eV/A
charge	-1
gap between HOMO and LUMO	7.2	eV

***

Record 5
A gas-phase ion, C16H27N2O3 (charge +1), computed with wB97M-V/def2-TZVPD.

The geometry in XYZ format:
```
48
Properties=species:S:1:pos:R:3
C -6.266 0.799 -1.216
C -6.137 0.587 0.288
C -4.708 0.781 0.781
O -3.921 -0.308 0.286
C -2.602 -0.362 0.577
C -1.866 0.558 1.320
C -0.514 0.354 1.531
C 0.134 -0.762 1.013
C 1.595 -1.032 1.209
O 2.120 -2.019 0.757
O 2.173 -0.101 1.949
C 3.595 -0.129 2.052
C 4.183 0.881 1.054
N 3.840 0.503 -0.298
C 3.421 1.609 -1.140
C 1.959 1.970 -0.888
C 4.795 -0.398 -0.926
C 4.090 -1.395 -1.841
C -0.590 -1.689 0.268
C -1.933 -1.482 0.062
N -2.766 -2.427 -0.713
H -5.983 1.814 -1.483
H -7.293 0.639 -1.529
H -5.629 0.110 -1.766
H -6.472 -0.417 0.557
H -6.771 1.302 0.812
H -4.675 0.778 1.875
H -4.300 1.725 0.405
H -2.344 1.430 1.735
H 0.052 1.067 2.108
H 3.949 -1.140 1.836
H 3.841 0.150 3.078
H 3.758 1.861 1.276
H 5.269 0.934 1.219
H 4.054 2.498 -0.987
H 3.530 1.303 -2.181
H 1.656 2.775 -1.552
H 1.329 1.103 -1.070
H 1.808 2.294 0.139
H 5.305 -0.957 -0.139
H 5.559 0.161 -1.489
H 3.579 -0.889 -2.656
H 4.816 -2.084 -2.264
H 3.361 -1.957 -1.265
H -0.071 -2.550 -0.127
H -3.719 -2.019 -0.680
H -2.447 -2.505 -1.687
H -2.766 -3.365 -0.292
```

Results
E	-26146.633	eV
max |F|	0.9	eV/A
charge	+1
gap between HOMO and LUMO	7.2	eV